[1]
Density functional theory data (ωB97M-V/def2-TZVPD) for a cluster of 8 separate species, C24H64O8 in total in a non-equilibrium geometry.

The calculation puts the energy at -42303.86805 eV. The SMILES is CC(C)O.CC(C)O.CC(C)O.CC(C)O.CC(C)O.CC(C)O.CC(C)O.CC(C)O. As for the energy above the lowest of the compared OMol25 structures with the same formula, charge and spin: 62.04 kcal per mole. As for the HOMO-LUMO gap: 10.12 eV.

```
96
Properties=species:S:1:pos:R:3:lowdin_charge:R:1
C -2.702 -5.030 -0.504 -0.07
C -4.100 -4.989 0.074 -0.47
C -4.983 -4.054 -0.767 -0.05
O -4.617 -6.344 -0.017 -0.07
H -2.292 -4.024 -0.424 0.07
H -2.721 -5.336 -1.550 0.09
H -2.048 -5.641 0.119 0.07
H -4.068 -4.713 1.128 0.13
H -5.221 -4.446 -1.756 0.09
H -4.310 -3.207 -0.902 0.06
H -5.873 -3.748 -0.216 0.06
H -5.568 -6.312 0.104 0.08
C 2.732 2.666 2.471 -0.07
C 2.566 1.607 3.523 -0.48
C 2.617 2.119 4.938 -0.06
O 1.217 1.115 3.304 -0.07
H 1.850 3.267 2.251 0.09
H 2.999 2.021 1.634 0.06
H 3.592 3.316 2.634 0.08
H 3.253 0.771 3.389 0.13
H 3.625 2.419 5.222 0.08
H 2.243 1.386 5.653 0.08
H 1.961 2.989 4.976 0.08
H 1.028 1.103 2.362 0.03
C -3.075 1.190 -1.783 -0.05
C -3.845 2.420 -1.238 -0.47
C -2.909 3.589 -1.191 -0.07
O -4.948 2.679 -2.116 -0.06
H -3.726 0.320 -1.874 0.07
H -2.303 0.959 -1.049 0.06
H -2.625 1.296 -2.770 0.08
H -4.315 2.272 -0.266 0.14
H -2.488 3.774 -2.180 0.08
H -2.175 3.425 -0.402 0.07
H -3.424 4.500 -0.887 0.08
H -4.722 2.375 -2.998 0.08
C 2.131 -0.168 -0.547 -0.02
C 0.600 0.105 -0.428 -0.50
C -0.225 -1.042 0.196 -0.03
O 0.372 1.040 0.525 -0.07
H 2.608 0.805 -0.430 0.04
H 2.476 -0.595 -1.489 0.07
H 2.425 -0.855 0.247 0.08
H 0.254 0.510 -1.379 0.13
H -0.140 -1.934 -0.426 0.06
H -1.278 -0.764 0.205 0.05
H 0.131 -1.273 1.200 0.09
H 0.490 1.873 0.063 0.05
C 1.151 4.076 -3.079 -0.03
C 1.658 3.742 -1.687 -0.49
C 2.611 4.686 -1.085 -0.05
O 0.587 3.641 -0.748 -0.08
H 0.436 4.899 -3.058 0.08
H 0.654 3.272 -3.622 0.08
H 2.000 4.429 -3.664 0.08
H 2.050 2.725 -1.719 0.13
H 3.400 4.982 -1.776 0.09
H 3.110 4.274 -0.208 0.06
H 2.127 5.594 -0.727 0.10
H 0.193 4.515 -0.708 0.09
C -4.020 -1.209 1.544 -0.06
C -5.278 -0.797 2.355 -0.44
C -6.363 -1.776 1.953 -0.08
O -4.943 -0.943 3.766 -0.06
H -3.730 -2.238 1.757 0.07
H -3.201 -0.547 1.825 0.07
H -4.081 -1.111 0.460 0.06
H -5.600 0.236 2.224 0.13
H -7.277 -1.578 2.513 0.07
H -6.089 -2.814 2.145 0.08
H -6.682 -1.589 0.928 0.08
H -5.326 -0.235 4.289 0.08
C 1.133 -6.126 -0.463 -0.02
C 1.498 -5.905 -1.982 -0.53
C 1.278 -4.444 -2.431 -0.06
O 2.789 -6.210 -2.232 -0.04
H 1.655 -5.425 0.189 0.08
H 1.373 -7.175 -0.289 0.08
H 0.075 -5.943 -0.279 0.04
H 0.933 -6.548 -2.657 0.13
H 0.230 -4.197 -2.260 0.06
H 1.528 -4.413 -3.491 0.07
H 1.917 -3.762 -1.870 0.08
H 2.952 -6.171 -3.177 0.10
C 5.986 4.241 0.392 -0.07
C 6.441 2.821 0.537 -0.52
C 5.813 1.863 -0.488 -0.04
O 7.813 2.861 0.337 -0.04
H 6.067 4.562 -0.646 0.08
H 6.658 4.924 0.913 0.09
H 4.974 4.419 0.757 0.06
H 6.257 2.459 1.548 0.14
H 4.725 1.912 -0.457 0.04
H 6.092 0.815 -0.385 0.09
H 5.945 2.351 -1.454 0.08
H 8.009 3.418 -0.420 0.09
```

=====

[2]
Density functional theory data (ωB97M-V/def2-TZVPD) for a structure of composition C24H65AsB2F6N3NaO2Sn in a non-equilibrium geometry.

The calculation puts the energy at -123245.98706 eV. As for the energy above the lowest of the compared OMol25 structures with the same formula, charge and spin: 90.06 kcal per mole. As for the HOMO-LUMO gap: 5.41 eV.

```
105
Properties=species:S:1:pos:R:3:lowdin_charge:R:1
Na 2.162 0.514 0.819 0.26
Sn -2.120 1.866 1.720 1.63
B -0.102 0.474 -0.261 -0.53
H -0.281 -0.156 0.597 -0.06
H -0.954 0.525 -0.921 -0.04
H 0.199 1.436 0.124 -0.07
H 0.731 0.084 -0.825 -0.02
B 0.723 1.700 3.028 -0.47
H 1.681 1.824 3.510 -0.01
H 0.709 0.850 2.363 -0.09
H -0.029 1.596 3.795 -0.07
H 0.488 2.584 2.455 -0.07
As 3.405 4.463 1.051 0.94
F 2.839 4.837 -0.641 -0.30
F 5.002 3.773 0.465 -0.31
F 3.933 4.102 2.701 -0.28
F 1.905 5.165 1.722 -0.28
F 2.742 2.787 0.924 -0.28
F 4.263 6.043 1.169 -0.29
C -4.861 4.527 0.821 -0.10
C -4.637 4.066 -0.611 -0.24
N -3.169 3.792 -0.921 -0.17
C -3.260 3.215 -2.295 -0.24
C -3.913 1.843 -2.346 -0.10
C -2.244 4.975 -0.836 -0.28
C -0.782 4.804 -1.043 -0.07
H -4.176 5.335 1.076 0.06
H -4.726 3.834 1.652 0.04
H -5.822 5.041 0.825 0.08
H -5.141 3.119 -0.805 0.10
H -5.035 4.869 -1.232 0.12
H -2.246 3.150 -2.690 0.11
H -3.753 3.939 -2.944 0.12
H -3.574 1.377 -3.272 0.08
H -4.986 1.785 -2.529 0.07
H -3.752 1.175 -1.500 0.07
H -2.711 5.776 -1.411 0.12
H -2.342 5.539 0.091 0.10
H -0.682 4.546 -2.097 0.07
H -0.218 5.663 -0.678 0.10
H -0.453 3.945 -0.457 0.07
C -3.811 -4.875 -4.626 -0.07
C -3.082 -3.745 -3.828 -0.24
N -2.695 -4.079 -2.422 -0.20
C -2.386 -2.832 -1.663 -0.21
C -1.901 -3.173 -0.214 -0.07
C -1.664 -5.034 -2.358 -0.28
C -0.370 -4.524 -3.067 -0.07
H -3.010 -5.522 -4.982 0.06
H -4.500 -4.448 -5.354 0.07
H -4.380 -5.557 -3.994 0.07
H -2.248 -3.349 -4.408 0.10
H -3.737 -2.883 -3.702 0.10
H -1.646 -2.328 -2.285 0.09
H -3.206 -2.116 -1.609 0.11
H -1.123 -3.860 0.118 0.06
H -1.721 -2.321 0.443 0.04
H -2.782 -3.666 0.197 0.07
H -1.912 -5.974 -2.853 0.11
H -1.435 -5.331 -1.335 0.10
H 0.013 -3.597 -2.639 0.06
H -0.478 -4.498 -4.151 0.06
H 0.451 -5.208 -2.856 0.07
C 3.305 -2.748 3.606 -0.09
C 3.141 -1.493 2.859 -0.27
N 3.789 -1.378 1.542 -0.19
C 5.218 -1.069 1.426 -0.23
C 5.641 0.261 2.094 -0.06
C 3.511 -2.497 0.601 -0.18
C 1.935 -2.815 0.541 -0.05
H 2.952 -2.765 4.637 0.08
H 4.390 -2.850 3.613 0.08
H 2.998 -3.682 3.135 0.07
H 2.063 -1.344 2.811 0.09
H 3.380 -0.621 3.467 0.12
H 5.790 -1.892 1.855 0.11
H 5.496 -1.007 0.374 0.12
H 6.726 0.175 2.045 0.07
H 5.431 1.163 1.519 0.07
H 5.448 0.383 3.160 0.07
H 4.078 -3.376 0.907 0.10
H 3.794 -2.321 -0.436 0.11
H 1.341 -2.039 0.060 0.05
H 1.316 -2.938 1.429 0.05
H 1.796 -3.715 -0.059 0.07
C 1.837 1.883 -2.772 -0.01
C 3.200 1.442 -2.256 -0.41
O 3.374 0.319 -1.742 0.01
C 4.447 2.363 -2.347 -0.01
H 1.211 1.002 -2.915 0.08
H 1.958 2.473 -3.681 0.08
H 1.269 2.584 -2.160 0.07
H 5.281 1.942 -1.784 0.08
H 4.112 3.380 -2.143 0.07
H 4.767 2.158 -3.369 0.08
C -0.948 -2.488 4.199 0.00
C -2.204 -1.867 3.631 -0.42
O -2.133 -1.047 2.677 -0.08
C -3.514 -2.258 4.238 -0.02
H -0.960 -3.551 3.960 0.10
H -0.836 -2.361 5.276 0.10
H -0.070 -2.086 3.693 0.07
H -4.271 -2.408 3.468 0.09
H -3.871 -1.602 5.032 0.09
H -3.376 -3.176 4.809 0.08
```

=====

[3]
Density functional theory data (ωB97M-V/def2-TZVPD) for a structure of composition C24H65CdN5O10Pb in a non-equilibrium geometry.

The calculation puts the energy at -63647.77011 eV. Its charge is +2. As for the HOMO-LUMO gap: 1.06 eV.

```
106
Properties=species:S:1:pos:R:3:lowdin_charge:R:1
Cd 5.512 -1.215 -1.973 1.13
Pb 4.163 1.919 2.132 1.60
O 2.469 -1.007 -0.507 -0.42
H 1.622 -1.373 -0.830 -0.06
O 7.413 0.599 0.167 -0.46
H 8.284 1.024 0.047 -0.06
C 3.996 6.519 -3.085 -0.06
C 4.760 6.009 -1.836 -0.34
C 4.680 7.010 -0.565 -0.20
O 5.011 6.368 0.638 -0.20
C 4.966 7.388 1.619 -0.12
N 4.191 4.664 -1.387 0.02
H 3.860 5.643 -3.719 0.07
H 4.423 7.335 -3.669 0.09
H 2.961 6.731 -2.819 0.08
H 5.804 5.856 -2.110 0.13
H 3.664 7.404 -0.581 0.12
H 5.431 7.791 -0.683 0.12
H 5.646 8.191 1.332 0.09
H 5.068 7.092 2.663 0.09
H 3.989 7.858 1.735 0.09
H 4.296 4.024 -2.162 0.05
H 3.190 4.777 -1.456 0.06
C -1.334 5.122 2.622 -0.05
C 0.072 4.598 2.922 -0.43
C 0.299 4.790 4.481 -0.17
O 1.604 4.277 4.754 -0.24
C 1.762 4.040 6.153 -0.11
N 0.145 3.208 2.549 0.06
H -1.447 6.181 2.853 0.09
H -2.031 4.470 3.149 0.09
H -1.471 5.040 1.544 0.08
H 0.837 5.134 2.361 0.13
H -0.393 4.230 5.109 0.13
H 0.284 5.842 4.764 0.13
H 1.534 3.017 6.451 0.09
H 1.234 4.726 6.815 0.10
H 2.821 4.182 6.364 0.08
H -0.517 2.780 3.181 0.09
H -0.154 2.959 1.617 0.08
C -2.733 2.731 -4.988 -0.06
C -2.823 1.403 -4.268 -0.49
C -3.155 0.373 -5.265 -0.23
O -4.387 0.578 -6.025 -0.19
C -4.749 -0.584 -6.820 -0.08
N -1.531 1.214 -3.655 0.03
H -2.548 3.480 -4.218 0.08
H -3.659 3.021 -5.484 0.08
H -2.022 2.748 -5.814 0.09
H -3.567 1.412 -3.472 0.15
H -3.220 -0.582 -4.743 0.12
H -2.306 0.233 -5.935 0.12
H -3.885 -0.641 -7.481 0.08
H -5.634 -0.508 -7.453 0.09
H -4.778 -1.484 -6.206 0.08
H -0.956 1.187 -4.485 0.06
H -1.340 0.365 -3.142 0.07
C -2.929 -8.259 -7.268 -0.06
C -2.877 -6.760 -7.341 -0.45
C -1.745 -6.107 -6.557 -0.23
O -1.882 -6.551 -5.249 -0.19
C -0.779 -6.188 -4.388 -0.09
N -3.058 -6.371 -8.725 0.03
H -3.905 -8.629 -7.582 0.09
H -2.793 -8.620 -6.249 0.08
H -2.130 -8.747 -7.827 0.09
H -3.741 -6.286 -6.876 0.13
H -1.623 -5.024 -6.568 0.12
H -0.802 -6.550 -6.878 0.12
H 0.129 -6.791 -4.419 0.08
H -1.101 -6.269 -3.350 0.08
H -0.491 -5.144 -4.509 0.07
H -2.406 -5.721 -9.140 0.07
H -2.937 -7.173 -9.327 0.06
C 2.001 -3.088 4.836 -0.06
C 3.063 -3.066 5.934 -0.46
C 3.508 -4.392 6.510 -0.21
O 4.513 -4.145 7.496 -0.18
C 4.821 -5.327 8.230 -0.09
N 4.160 -2.254 5.492 0.03
H 2.279 -3.766 4.029 0.07
H 1.782 -2.153 4.321 0.06
H 1.118 -3.547 5.281 0.08
H 2.609 -2.547 6.777 0.14
H 3.931 -4.970 5.688 0.13
H 2.662 -5.021 6.789 0.13
H 3.933 -5.857 8.575 0.09
H 5.343 -4.917 9.094 0.10
H 5.394 -6.081 7.691 0.09
H 4.818 -2.808 4.963 0.07
H 4.815 -2.123 6.250 0.07
C -5.373 -3.163 0.858 -0.06
C -4.539 -2.207 1.745 -0.23
O -5.389 -1.285 2.366 0.00
C -5.117 -0.565 3.507 -0.51
O -3.974 -0.283 3.938 0.06
O -6.335 -0.215 3.923 0.02
C -6.388 0.726 5.035 -0.02
H -6.082 -3.777 1.413 0.07
H -4.763 -3.896 0.331 0.07
H -6.081 -2.706 0.167 0.08
H -3.824 -1.707 1.092 0.11
H -3.984 -2.697 2.545 0.12
H -6.895 0.321 5.911 0.09
H -6.904 1.670 4.860 0.09
H -5.382 0.889 5.423 0.08
```

=====

[4]
Density functional theory data (ωB97M-V/def2-TZVPD) for a structure of composition C24H65N3O13 in a non-equilibrium geometry.

The calculation puts the energy at -57002.97961 eV. As for the energy above the lowest of the compared OMol25 structures with the same formula, charge and spin: 487.34 kcal per mole. As for the HOMO-LUMO gap: 7.33 eV.

```
105
Properties=species:S:1:pos:R:3:lowdin_charge:R:1
C -0.048 0.683 1.429 -0.05
C -1.081 1.795 1.644 -0.37
C -1.765 1.708 3.030 -0.16
O -0.851 2.095 4.071 -0.21
C -1.457 2.373 5.392 -0.06
N -0.396 3.015 1.465 0.07
H -0.549 -0.283 1.374 0.05
H 0.686 0.601 2.231 0.11
H 0.410 0.859 0.456 0.01
H -1.843 1.804 0.865 0.11
H -2.041 0.675 3.241 0.05
H -2.672 2.306 3.125 0.13
H -2.422 2.878 5.390 0.08
H -0.832 2.984 6.044 0.08
H -1.600 1.386 5.831 0.07
H -0.057 3.127 2.410 0.06
H 0.450 2.963 0.917 -0.23
C -0.939 -2.224 -2.452 -0.15
C 0.105 -3.192 -3.065 -0.21
O 0.137 -4.405 -2.302 -0.06
O -0.661 -1.639 -1.177 -0.13
H -1.794 -2.875 -2.268 0.14
H -1.173 -1.521 -3.252 0.10
H 1.084 -2.718 -3.133 0.09
H -0.225 -3.412 -4.080 0.12
H -0.009 -4.214 -1.372 0.08
H 0.007 -0.952 -1.247 -0.02
C -1.543 3.042 -3.315 -0.18
C -2.617 3.569 -2.241 -0.06
O -3.282 2.659 -1.253 -0.02
O -0.250 3.143 -2.741 -0.10
H -1.510 3.711 -4.175 0.11
H -1.794 2.054 -3.702 0.12
H -3.456 3.739 -2.916 0.11
H -2.278 4.483 -1.754 0.12
H -2.741 2.605 -0.462 0.10
H 0.139 2.268 -2.670 -0.14
C 2.428 2.987 0.221 -0.10
C 2.859 2.251 1.475 -0.25
O 4.239 2.075 1.426 -0.05
O 1.008 2.915 0.031 -0.05
H 2.834 2.485 -0.657 0.11
H 2.838 3.980 0.403 0.14
H 2.400 1.262 1.492 0.09
H 2.630 2.700 2.441 0.14
H 4.555 1.518 2.141 0.10
H 0.875 3.472 -0.740 0.14
C 0.013 1.025 -1.266 -0.21
C 1.314 0.316 -1.049 -0.14
O 1.270 -0.975 -1.681 -0.10
O -0.262 1.206 -2.613 -0.09
H 0.059 2.036 -0.860 0.11
H -0.712 0.371 -0.780 0.09
H 1.387 0.144 0.025 0.11
H 2.181 0.902 -1.356 0.10
H 2.097 -1.109 -2.149 -0.14
H 0.084 0.417 -3.035 0.07
C 4.903 -3.348 1.571 -0.10
O 4.855 -2.219 0.747 -0.17
C 3.979 -2.222 -0.292 -0.22
C 4.197 -0.954 -1.182 -0.14
N 3.273 -0.982 -2.245 -0.07
C 3.586 0.087 -3.199 -0.13
C 2.662 0.018 -4.420 -0.12
O 1.283 0.245 -4.071 -0.21
C 0.359 0.052 -5.109 -0.08
H 5.677 -3.246 2.331 0.09
H 5.250 -4.227 1.028 0.09
H 3.954 -3.631 2.028 0.09
H 3.009 -2.109 0.193 0.13
H 3.952 -3.101 -0.936 0.13
H 5.226 -1.048 -1.530 0.13
H 4.196 -0.043 -0.584 0.13
H 3.253 -1.893 -2.681 0.15
H 4.620 -0.012 -3.528 0.13
H 3.585 1.036 -2.663 0.12
H 2.856 -0.982 -4.809 0.13
H 3.023 0.846 -5.030 0.14
H 0.414 0.786 -5.914 0.11
H -0.655 -0.062 -4.726 0.09
H 0.470 -0.921 -5.588 0.10
C -4.494 -4.128 5.192 -0.15
O -4.456 -2.914 4.544 -0.15
C -3.182 -2.364 4.566 -0.25
C -3.189 -0.959 3.998 -0.21
N -3.410 -0.887 2.537 -0.02
C -2.241 -1.406 1.827 -0.20
C -2.303 -1.085 0.313 -0.18
O -2.447 0.317 0.097 -0.24
C -2.676 0.617 -1.232 -0.13
H -4.355 -4.063 6.271 0.08
H -3.726 -4.805 4.820 0.08
H -5.365 -4.777 5.109 0.09
H -2.451 -2.951 4.009 0.11
H -2.822 -2.373 5.595 0.12
H -2.271 -0.504 4.369 0.09
H -3.993 -0.361 4.428 0.13
H -3.533 0.063 2.216 0.09
H -2.127 -2.485 1.926 0.12
H -1.278 -1.039 2.183 0.08
H -3.160 -1.603 -0.116 0.13
H -1.411 -1.524 -0.135 0.00
H -2.691 1.705 -1.291 -0.14
H -3.637 0.180 -1.503 0.12
H -1.937 0.209 -1.922 0.08
```

=====

no.,highest occupied orbital energy (eV)
1,-9.676
2,-8.244
3,-11.265
4,-7.149